Entry from OMol25: a structure of composition C17H18N4O7S4Sn in a non-equilibrium geometry (ωB97M-V/def2-TZVPD).

Last column: Löwdin charge in e.
Cartesian coordinates (Å):
1 Sn -0.331 -0.820 0.397  1.20
2 S -2.688 -1.604 0.380  0.69
3 S 0.005 1.930 1.659  0.51
4 S -3.685 -4.260 -0.254  0.88
5 S -0.181 1.912 -1.730  0.53
6 O -1.125 0.942 1.637  -0.40
7 O -0.719 0.666 -1.048  -0.44
8 O 0.277 2.411 2.995  -0.29
9 O -0.901 2.094 -2.960  -0.28
10 O 1.251 1.959 -1.826  -0.27
11 O -1.169 -1.864 3.221  0.00
12 O 1.157 1.346 0.989  -0.35
13 N 1.821 -0.996 -1.074  0.06
14 N -1.438 -3.374 -1.264  -0.06
15 N -0.423 -2.472 -1.302  -0.10
16 N -0.757 -0.262 4.783  0.18
17 C 2.414 -1.519 -3.326  0.00
18 C 1.031 -0.924 3.250  -0.18
19 C -0.664 3.282 -0.683  -0.21
20 C -1.411 5.568 -0.651  -0.06
21 C -2.426 -3.084 -0.477  -1.09
22 C 2.902 -0.234 -0.979  -0.11
23 C -1.094 4.418 -1.355  -0.05
24 C -1.304 5.597 0.731  -0.06
25 C -0.884 4.468 1.416  -0.05
26 C 1.580 -1.630 -2.230  -0.25
27 C 1.229 -1.486 1.863  -0.20
28 C 0.397 -2.493 -2.268  -0.03
29 C -0.557 3.315 0.714  -0.22
30 C -0.418 -1.041 3.724  -0.57
31 C -3.177 -5.571 -1.386  -0.39
32 C 3.546 -0.720 -3.220  -0.03
33 C 3.804 -0.081 -2.027  -0.02
34 H 1.039 -2.555 1.830  0.07
35 H -1.744 -0.236 4.988  0.12
36 H 4.671 0.553 -1.904  0.12
37 H -0.788 4.456 2.493  0.11
38 H -2.323 -6.106 -0.983  0.04
39 H -1.744 6.448 -1.186  0.11
40 H 2.185 -2.053 -4.239  0.12
41 H -4.038 -6.231 -1.472  0.03
42 H 1.384 0.099 3.339  0.10
43 H 0.243 -3.168 -3.105  0.14
44 H -1.161 4.374 -2.434  0.12
45 H 1.584 -1.556 3.955  0.13
46 H -1.534 6.500 1.281  0.11
47 H -2.931 -5.137 -2.350  0.03
48 H 2.119 -1.166 1.340  0.03
49 H 4.213 -0.603 -4.065  0.12
50 H -0.284 0.627 4.853  0.09
51 H 3.046 0.282 -0.039  0.11

Calculated values
Total charge ... 0
Largest force on an atom ... 1.75 eV Å⁻¹
Energy ... -3211.4330 hartree
ΔE to the lowest compared entry with this formula, charge and spin ... 6.0 kcal/mol
LUMO ... -1.1 eV
HOMO-LUMO gap ... 0.289 Ha

Entry from OMol25: a cluster of 2 separate species, C5H16OSi3 in total in a non-equilibrium geometry (ωB97M-V/def2-TZVPD).

Last column: Löwdin charge in e.
Cartesian coordinates (Å):
1 Si -0.474 -2.099 -3.554  0.54
2 Si 2.084 -1.147 2.484  0.76
3 Si -0.958 0.827 -2.286  0.57
4 O -0.485 -0.504 -3.128  -0.59
5 C -2.710 1.368 -2.833  -0.27
6 C 0.896 0.991 1.671  -0.40
7 C 1.368 -0.202 0.958  -0.39
8 C 0.198 0.547 2.929  -0.35
9 C 1.265 -0.090 3.831  -0.35
10 H 1.871 0.707 4.282  0.07
11 H 1.022 -0.711 4.709  0.06
12 H 0.217 1.457 -1.949  -0.09
13 H 2.073 -0.007 0.049  0.10
14 H 0.448 -0.762 0.671  0.06
15 H -0.803 0.031 2.788  0.12
16 H -0.245 1.525 3.466  0.14
17 H 0.644 -2.050 -4.503  -0.06
18 H 1.743 1.791 1.895  0.15
19 H -3.609 0.705 -2.853  0.03
20 H 0.124 1.533 0.963  0.12
21 H -2.474 1.779 -3.949  0.06
22 H 2.228 -2.599 2.606  -0.12
23 H -2.800 2.233 -2.135  0.00
24 H -1.657 -2.760 -3.829  -0.10
25 H 0.035 -2.564 -2.284  -0.07

Calculated values
Total charge ... 0
Largest force on an atom ... 4.84 eV Å⁻¹
Energy ... -1143.6732 hartree
ΔE to the lowest compared entry with this formula, charge and spin ... 114.2 kcal/mol
LUMO (alpha / beta) ... 0.1 / 0.3 eV
HOMO-LUMO gap (alpha / beta) ... 0.241 / 0.239 Ha

Entry from OMol25: a structure of composition C48H45BrCl2N8O3Re in a non-equilibrium geometry (ωB97M-V/def2-TZVPD).

Last column: Löwdin charge in e.
Cartesian coordinates (Å):
1 Re 0.260 0.192 -0.953  1.37
2 Br -1.808 -1.306 -0.239  1.05
3 Cl -2.023 4.794 -1.742  0.71
4 Cl -1.491 6.600 3.339  0.76
5 O 1.125 -1.598 -0.063  -0.18
6 O -0.598 -0.032 2.017  -0.04
7 O -0.432 1.579 0.457  -0.24
8 N 2.219 0.621 0.657  0.07
9 N 1.197 2.325 -2.860  0.13
10 N -1.748 4.447 1.196  0.06
11 N 1.555 1.640 -1.684  -0.14
12 N 5.353 -1.863 -4.251  0.20
13 N -0.826 1.263 -2.372  -0.04
14 N -2.676 1.690 -3.703  0.16
15 N 0.930 -1.062 -2.632  -0.07
16 C -2.108 1.142 -2.658  -0.13
17 C -0.725 -4.650 1.948  -0.09
18 C -1.976 6.099 -0.576  -0.56
19 C 0.114 3.524 -5.235  0.01
20 C -4.205 2.704 4.142  -0.08
21 C -2.568 -6.331 1.973  -0.03
22 C -4.649 3.797 3.415  -0.07
23 C 0.664 -4.655 1.739  0.05
24 C 2.545 0.087 1.831  -0.10
25 C 2.035 -3.067 -4.220  0.03
26 C -0.563 1.158 1.708  -0.61
27 C -2.940 2.204 3.889  -0.03
28 C 3.548 -4.076 2.184  -0.02
29 C -0.699 2.230 2.764  -0.05
30 C 2.863 -3.935 0.811  -0.52
31 C 3.018 -5.247 0.014  -0.02
32 C 2.811 -2.012 -3.756  -0.19
33 C -1.956 2.475 -4.629  -0.18
34 C -1.926 8.166 1.217  -0.09
35 C -0.616 2.719 -4.361  -0.11
36 C -2.571 3.854 2.187  -0.23
37 C 1.360 -3.709 1.016  -0.03
38 C -1.797 6.860 1.659  -0.58
39 C -0.849 -2.671 0.637  -0.48
40 C 3.602 -2.841 0.033  -0.04
41 C 4.225 -1.924 -4.036  -0.15
42 C -1.854 5.774 0.777  -0.31
43 C 4.335 1.751 0.616  0.02
44 C -1.496 -3.618 1.336  -0.03
45 C 0.177 -2.071 -3.108  -0.11
46 C -2.109 2.765 2.922  -0.16
47 C -3.839 4.364 2.445  -0.03
48 C 3.755 0.363 2.463  -0.01
49 C 3.103 1.445 0.073  -0.24
50 C -0.486 -6.797 3.264  -0.05
51 C -1.842 3.777 -6.616  -0.03
52 C -2.021 -4.972 4.021  -0.02
53 C 2.656 2.036 -1.173  -0.02
54 C 0.689 -3.082 -3.895  -0.01
55 C -1.430 -5.692 2.792  -0.55
56 C -2.581 2.990 -5.754  0.01
57 C -2.076 7.396 -1.041  -0.11
58 C 2.226 -1.035 -2.969  -0.06
59 C 0.585 -2.600 0.479  -0.32
60 C -2.068 8.438 -0.133  -0.07
61 C -0.498 4.052 -6.353  -0.03
62 C -0.019 2.104 -3.180  -0.27
63 C 4.666 1.196 1.843  -0.01
64 H -3.671 1.579 -3.828  0.18
65 H 3.206 2.828 -1.669  0.15
66 H -0.036 -7.335 2.426  0.10
67 H 2.510 -5.180 -0.954  0.09
68 H -1.232 -4.551 4.649  0.10
69 H 2.821 -0.217 -2.593  0.12
70 H 0.309 -6.410 3.906  0.09
71 H 4.621 -4.206 2.036  0.10
72 H 0.038 -3.874 -4.240  0.13
73 H 3.394 -3.179 2.793  0.09
74 H -2.181 7.581 -2.102  0.11
75 H 2.480 -3.851 -4.820  0.14
76 H 1.155 3.725 -5.016  0.12
77 H 5.619 1.419 2.308  0.13
78 H 3.188 -4.936 2.750  0.09
79 H 2.612 -6.107 0.550  0.09
80 H -3.031 -7.122 2.566  0.10
81 H 5.017 2.412 0.095  0.13
82 H -4.829 2.260 4.907  0.11
83 H -3.627 2.782 -5.949  0.13
84 H 1.228 -5.470 2.167  0.10
85 H 4.647 -3.140 -0.059  0.10
86 H -2.571 1.363 4.468  0.12
87 H -1.232 3.818 0.607  0.08
88 H -2.587 -5.691 4.617  0.10
89 H -1.883 8.968 1.941  0.11
90 H 4.078 -5.435 -0.169  0.10
91 H -2.699 -4.164 3.735  0.09
92 H 3.968 -0.075 3.429  0.12
93 H -5.631 4.214 3.605  0.11
94 H 3.199 -2.714 -0.973  0.07
95 H -0.872 -2.055 -2.850  0.08
96 H -3.352 -5.615 1.718  0.08
97 H 0.062 4.685 -7.029  0.12
98 H -4.191 5.217 1.874  0.12
99 H -0.404 1.748 3.693  0.12
100 H -2.314 4.182 -7.502  0.12
101 H -1.053 -7.519 3.852  0.10
102 H 3.570 -1.876 0.539  0.07
103 H -2.165 9.460 -0.475  0.12
104 H -2.192 -6.778 1.049  0.10
105 H 1.807 -0.564 2.280  0.12
106 H -2.746 0.582 -1.990  0.11
107 H -0.009 3.049 2.544  0.13
108 H -2.572 -3.587 1.440  0.12

Calculated values
Total charge ... +2
Largest force on an atom ... 1.39 eV Å⁻¹
2S+1 ... 2
Energy ... -6092.1246 hartree
ΔE to the lowest compared entry with this formula, charge and spin ... 37.6 kcal/mol
LUMO (alpha / beta) ... -6.3 / -7.4 eV
HOMO-LUMO gap (alpha / beta) ... 0.186 / 0.146 Ha

Entry from OMol25: an isolated molecule of C8H6O3S2 in a non-equilibrium geometry (ωB97M-V/def2-TZVPD).

Last column: Löwdin charge in e.
Cartesian coordinates (Å):
1 S 2.223 -0.334 -0.117  0.75
2 S 4.078 1.294 0.170  0.26
3 O 1.410 -1.745 0.606  -0.19
4 O 2.414 -0.597 -1.519  -0.40
5 O -0.754 -2.667 0.737  0.09
6 C -0.459 -2.734 -0.680  0.03
7 C -0.359 -0.264 0.246  -0.10
8 C 0.557 1.898 0.199  -0.07
9 C -1.869 1.636 0.386  -0.05
10 C 0.752 0.541 0.130  -0.35
11 C 0.054 -1.711 0.271  -0.56
12 C -1.665 0.263 0.365  0.00
13 C -0.744 2.538 0.255  -0.02
14 H -1.198 -2.554 -1.341  0.08
15 H -2.464 -0.352 0.715  0.11
16 H 0.325 -3.369 -1.048  0.12
17 H -0.705 3.627 0.148  0.10
18 H -2.928 1.866 0.464  0.10
19 H 1.331 2.661 0.012  0.09

Calculated values
Total charge ... 0
Largest force on an atom ... 3.67 eV Å⁻¹
2S+1 ... 3
Energy ... -1330.3445 hartree
LUMO (alpha / beta) ... 0.2 / -2.4 eV
HOMO-LUMO gap (alpha / beta) ... 0.340 / 0.264 Ha

Entry from OMol25: an isolated molecule of C6H8OS in a non-equilibrium geometry (ωB97M-V/def2-TZVPD).

Last column: Löwdin charge in e.
Cartesian coordinates (Å):
1 S -3.379 -0.812 -0.260  0.75
2 O -2.425 2.044 0.238  0.02
3 C -0.859 0.300 -0.040  -0.26
4 C 1.565 0.788 -0.247  -0.06
5 C 0.929 -1.561 0.086  -0.04
6 C 0.403 -0.125 -0.022  -0.26
7 C -1.281 1.734 -0.056  -0.20
8 C -1.884 -0.667 0.294  -0.65
9 H 1.324 1.868 -0.249  0.07
10 H 0.160 -2.323 -0.054  0.07
11 H 1.486 -1.785 0.998  0.09
12 H 1.665 -1.689 -0.724  0.09
13 H -0.538 2.479 -0.406  0.12
14 H -1.527 -1.388 1.028  0.06
15 H 2.274 0.592 0.577  0.10
16 H 2.086 0.545 -1.163  0.09

Calculated values
Total charge ... 0
Largest force on an atom ... 1.91 eV Å⁻¹
Energy ... -706.7869 hartree
ΔE to the lowest compared entry with this formula, charge and spin ... 37.2 kcal/mol
LUMO ... -0.4 eV
HOMO-LUMO gap ... 0.294 Ha
Structure (SMILES) ... CC(C)=C(C=O)C=S

Entry from OMol25: a cluster of 2 separate species, C11H15NS in total in a non-equilibrium geometry (ωB97M-V/def2-TZVPD).

Last column: Löwdin charge in e.
Cartesian coordinates (Å):
1 S 2.837 0.312 3.190  0.70
2 N -1.729 0.969 -2.642  0.07
3 C 0.005 -1.324 -0.573  -0.02
4 C -2.178 -1.144 -2.042  -0.23
5 C 0.421 1.329 -1.470  -0.02
6 C -0.913 -0.756 -1.476  -0.13
7 C 1.168 0.476 3.826  -0.64
8 C -0.669 0.570 -1.872  -0.22
9 C 1.104 -0.614 -0.176  -0.11
10 C 0.271 1.450 3.095  -0.17
11 C -2.656 -2.555 -1.998  -0.06
12 C -2.585 -0.099 -2.808  -0.06
13 C 1.314 0.700 -0.635  -0.12
14 H -0.776 1.331 3.358  0.07
15 H 2.171 1.255 -0.267  0.09
16 H -1.900 -3.246 -2.366  0.08
17 H 0.674 -0.495 3.830  0.06
18 H 0.492 2.511 3.243  0.07
19 H 0.344 1.327 2.015  0.04
20 H -3.573 -2.750 -2.558  0.07
21 H 0.482 2.367 -1.753  0.11
22 H -0.126 -2.347 -0.260  0.11
23 H 2.658 0.959 2.035  -0.18
24 H 1.948 -0.954 0.411  0.09
25 H 1.203 0.707 4.885  0.06
26 H -3.454 0.020 -3.437  0.12
27 H -1.784 1.796 -3.207  0.15
28 H -2.908 -2.843 -0.979  0.08

Calculated values
Total charge ... 0
Largest force on an atom ... 1.43 eV Å⁻¹
Energy ... -881.0885 hartree
ΔE to the lowest compared entry with this formula, charge and spin ... 7.3 kcal/mol
LUMO ... 0.9 eV
HOMO-LUMO gap ... 0.325 Ha
Structure (SMILES) ... Cc1c[nH]c2ccccc12.CCS